(1)
Below is C31H32F4N7SY as an isolated structure at a distorted geometry, with properties calculated with ωB97M-V/def2-TZVPD.

Energy relative to the best compared isomer or geometry (same formula, charge and spin)   0.5211 eV
Frontier orbital gap   6.31 eV
LUMO level   -0.792 eV

Structure (XYZ):
```
76
Properties=species:S:1:pos:R:3:forces:R:3:mulliken_charge:R:1
Y 0.164 -0.769 -0.076 1.3 1.2 -1.0 -0.41
C -1.549 3.317 2.022 0.0 0.0 0.0 -2.21
C -1.249 2.342 0.928 -0.4 -0.2 -0.1 0.82
N -0.092 1.868 0.693 0.4 -0.1 0.1 0.57
N 0.937 2.319 1.473 0.0 0.0 -0.5 -0.63
C 2.201 1.904 1.190 -0.1 0.0 0.1 0.24
N 3.095 2.228 2.139 0.2 0.0 -0.1 -0.40
S 2.619 1.111 -0.225 0.0 0.1 0.3 -0.46
C -2.332 1.775 0.068 0.2 0.1 0.3 0.78
C -3.473 2.501 -0.211 -0.2 0.1 -0.1 -1.18
C -4.479 1.906 -0.960 0.0 0.1 0.0 -0.89
C -4.320 0.599 -1.373 0.0 -0.1 0.0 -1.08
C -3.139 -0.056 -1.062 0.0 0.2 0.0 -0.80
N -2.150 0.529 -0.381 0.1 -0.4 -0.1 1.71
H -0.977 4.240 1.899 0.0 0.0 0.0 0.38
H -1.286 2.863 2.986 0.0 0.0 0.0 0.38
H -2.605 3.559 2.077 0.0 0.0 0.0 0.55
H 0.725 2.688 2.389 0.0 -0.1 0.1 0.37
H 2.785 2.366 3.089 0.0 0.0 0.0 0.23
H 4.017 1.841 2.018 0.0 0.0 0.0 0.30
H -3.578 3.516 0.145 0.0 0.0 0.0 0.55
H -5.381 2.456 -1.197 0.0 0.0 0.0 0.46
H -5.092 0.077 -1.921 0.0 0.0 0.0 0.50
H -2.977 -1.090 -1.336 -0.1 0.1 0.0 0.26
C 1.661 0.558 -4.812 0.1 0.0 -0.1 -1.57
C 1.523 0.423 -3.300 -0.1 -0.1 0.0 -0.87
N 0.157 0.139 -2.803 0.0 0.1 0.2 1.28
C -0.777 1.193 -3.233 0.1 0.0 0.0 -1.00
C -0.384 2.580 -2.754 0.0 0.1 0.0 -1.39
C -0.349 -1.154 -3.285 -0.1 0.1 -0.1 -1.15
C 0.589 -2.315 -3.036 0.0 0.0 0.0 -1.27
N 1.169 -2.226 -1.709 0.0 -0.2 0.5 0.72
C 2.057 -3.200 -1.357 -0.4 0.3 -0.2 -0.46
C 2.698 -3.052 -0.125 0.2 -0.1 0.1 0.16
F 2.368 -1.922 0.566 -0.2 0.1 0.2 0.39
C 3.616 -3.918 0.406 0.0 0.1 0.0 -0.31
F 4.151 -3.638 1.605 0.0 0.0 0.0 -0.30
C 3.993 -5.053 -0.288 0.0 0.0 0.1 -0.67
C 3.391 -5.234 -1.516 -0.1 0.0 -0.1 0.13
F 3.707 -6.314 -2.249 0.0 0.0 0.0 -0.32
C 2.459 -4.358 -2.045 0.1 -0.1 0.0 0.54
F 1.941 -4.668 -3.254 0.0 0.0 0.0 -0.33
H 2.719 0.657 -5.058 0.0 0.0 0.0 0.46
H 1.152 1.438 -5.209 0.0 0.0 0.0 0.30
H 1.286 -0.316 -5.348 0.0 0.0 0.0 0.28
H 1.862 1.335 -2.815 0.0 0.0 0.0 0.52
H 2.167 -0.375 -2.936 0.0 0.0 0.0 0.40
H -1.761 0.926 -2.857 -0.1 0.0 0.0 0.51
H -0.865 1.193 -4.327 0.0 0.0 0.0 0.61
H -0.044 2.551 -1.719 0.0 0.0 0.0 0.05
H -1.235 3.261 -2.824 0.0 0.0 0.0 0.43
H 0.425 3.005 -3.352 0.0 0.0 0.0 0.38
H -0.569 -1.112 -4.360 -0.1 0.0 0.0 0.56
H -1.310 -1.331 -2.788 0.0 0.0 0.0 0.25
H 1.360 -2.330 -3.816 0.0 0.0 0.0 0.56
H -0.003 -3.224 -3.178 0.0 -0.1 0.0 0.61
H 4.711 -5.756 0.105 0.0 0.0 0.0 0.51
C -2.894 0.860 4.828 -0.1 0.0 -0.1 -0.68
C -3.119 0.376 3.516 0.0 0.1 0.2 -0.74
C -2.069 -0.067 2.764 0.1 -0.1 0.1 -0.40
C -0.726 -0.057 3.243 -0.1 0.2 -0.2 0.54
C 0.364 -0.442 2.375 -0.1 -0.4 0.4 0.22
C 1.594 -0.498 3.001 0.1 0.1 0.1 -0.04
C 1.813 -0.124 4.357 0.0 0.0 -0.2 -1.19
C 0.784 0.338 5.122 -0.1 0.0 0.0 -0.94
C -0.527 0.381 4.576 0.0 0.1 0.1 1.11
C -1.631 0.846 5.344 0.1 0.0 0.0 -0.88
H -3.727 1.206 5.429 0.0 0.0 0.0 0.39
H -4.128 0.334 3.120 0.0 0.0 0.0 0.49
H -2.261 -0.489 1.789 0.0 0.0 0.0 0.64
H 2.474 -0.792 2.438 0.0 0.0 0.1 0.37
H 2.809 -0.202 4.781 0.0 0.0 0.0 0.43
H 0.939 0.642 6.153 0.0 0.0 0.0 0.38
H -1.452 1.178 6.362 0.0 0.0 0.0 0.39
N -2.470 -2.991 0.052 0.1 0.0 0.0 -0.80
C -1.501 -2.355 0.046 -1.0 -1.0 0.2 0.64
```
Positions in Å, forces in eV/Å.

=====

(2)
Below is C31H32IN5SeV as an isolated structure at a distorted geometry, with properties calculated with ωB97M-V/def2-TZVPD.

Multiplicity   4
Energy relative to the best compared isomer or geometry (same formula, charge and spin)   0.2760 eV
Frontier orbital gap (spin up / spin down)   7.23 / 7.42 eV
<S²>   3.77
Total charge   +2
LUMO level (spin up / spin down)   -6.560 / -6.766 eV

Structure (XYZ):
```
71
Properties=species:S:1:pos:R:3:forces:R:3:mulliken_charge:R:1
V -0.134 0.613 0.175 -0.6 0.1 -0.5 0.00
C 1.225 -2.416 -1.178 0.0 0.0 0.1 -1.05
C 2.299 -1.441 -1.582 0.0 -0.2 -0.2 0.89
C 3.066 -1.685 -2.714 0.0 0.0 0.0 -1.08
C 4.070 -0.809 -3.094 0.0 0.0 0.0 -0.97
C 4.329 0.318 -2.333 0.0 0.0 0.0 -1.13
C 3.599 0.595 -1.181 0.1 0.1 -0.1 1.41
C 3.951 1.808 -0.361 0.0 0.0 0.0 -1.07
C 2.583 -0.299 -0.836 -0.4 0.2 0.5 -0.74
N 1.734 -0.021 0.318 1.1 -0.3 0.0 0.91
C 2.198 -0.090 1.526 0.0 -0.1 -0.2 1.59
C 3.545 -0.601 1.904 0.1 0.1 0.0 -2.11
C 1.212 0.239 2.595 -0.1 0.0 0.1 0.21
C 1.676 0.347 4.008 0.1 0.0 0.0 -2.10
N -0.003 0.428 2.183 0.0 -0.2 0.9 0.99
C -1.103 0.426 3.138 0.5 0.2 -0.5 -0.60
C -1.272 -0.659 3.999 -0.1 -0.3 0.2 2.10
C -0.420 -1.908 4.035 0.0 0.1 0.0 -2.06
C -2.349 -0.622 4.883 -0.1 0.0 0.0 -0.88
C -3.236 0.437 4.903 0.1 0.0 0.0 -1.11
C -3.071 1.481 4.005 0.0 0.0 0.0 -1.05
C -2.012 1.488 3.108 -0.2 0.2 0.0 0.84
C -1.870 2.659 2.175 0.0 0.0 -0.1 -0.68
H 1.304 -3.335 -1.754 0.0 0.0 0.0 0.45
H 0.221 -2.022 -1.358 0.0 0.0 0.0 0.12
H 1.304 -2.688 -0.122 0.0 0.0 0.0 0.25
H 2.872 -2.574 -3.300 0.0 0.0 0.0 0.47
H 4.656 -1.008 -3.980 0.0 0.0 0.0 0.45
H 5.117 1.000 -2.626 0.0 0.0 0.0 0.51
H 4.441 2.556 -0.982 0.0 0.0 0.0 0.52
H 4.649 1.562 0.442 0.0 0.0 0.0 0.30
H 3.078 2.273 0.094 0.0 0.0 0.0 0.02
H 4.093 -0.957 1.036 0.0 0.0 0.0 0.43
H 3.436 -1.419 2.619 0.0 0.0 0.0 0.47
H 4.133 0.175 2.400 0.0 0.0 0.0 0.40
H 2.502 1.062 4.046 0.0 0.0 0.0 0.57
H 2.067 -0.600 4.382 0.0 0.0 0.0 0.39
H 0.883 0.685 4.668 0.0 0.0 0.0 0.37
H 0.360 -1.956 3.275 -0.1 0.0 0.0 0.19
H -1.054 -2.786 3.906 0.0 0.0 0.0 0.53
H 0.059 -2.009 5.010 0.0 0.0 0.0 0.49
H -2.489 -1.457 5.559 0.0 0.0 0.0 0.55
H -4.061 0.444 5.602 0.0 0.0 0.0 0.47
H -3.771 2.306 4.000 0.0 0.0 0.0 0.49
H -2.788 3.243 2.159 0.0 0.0 0.1 0.59
H -1.689 2.375 1.131 0.0 -0.1 0.1 -0.20
H -1.058 3.326 2.474 0.0 0.0 0.0 0.27
I 1.915 6.003 1.797 0.1 0.2 0.2 0.18
C 1.107 4.759 0.371 -0.1 -0.1 -0.1 -0.81
C 0.706 5.232 -0.873 0.0 0.0 0.0 -0.19
C 0.175 4.342 -1.793 0.1 0.0 0.0 -1.11
C 0.063 3.012 -1.440 0.1 0.0 0.0 -0.21
N 0.433 2.548 -0.234 0.2 0.9 -0.2 0.91
C 0.949 3.415 0.652 -0.1 -0.2 -0.1 -0.69
H 0.808 6.280 -1.123 0.0 0.0 0.0 0.46
H -0.139 4.671 -2.773 0.0 0.0 0.0 0.48
H -0.327 2.289 -2.152 0.0 0.0 0.0 0.47
H 1.238 3.010 1.613 0.0 0.0 0.0 0.76
Se -1.744 -2.332 0.797 0.0 -0.1 0.0 0.33
N -1.723 -0.697 0.023 -0.7 -0.7 0.1 -0.33
C -2.997 -0.334 -0.142 0.0 0.3 -0.1 1.46
C -3.444 0.885 -0.741 0.1 -0.2 0.1 -0.51
C -4.777 1.112 -0.815 -0.3 -0.1 0.0 -0.76
C -5.754 0.175 -0.318 0.1 0.2 -0.1 -0.65
C -5.378 -0.993 0.241 0.2 -0.1 0.0 -0.77
C -3.972 -1.282 0.344 -0.3 0.0 0.0 0.48
N -3.495 -2.390 0.872 0.2 0.1 0.0 -0.68
H -2.741 1.599 -1.157 0.0 0.0 0.0 0.36
H -5.131 2.024 -1.278 0.0 0.0 0.0 0.46
H -6.802 0.420 -0.413 0.0 0.0 0.0 0.44
H -6.090 -1.718 0.608 0.0 0.0 0.0 0.50
```
Positions in Å, forces in eV/Å.

=====

(3)
Below is C31H32N3O2RuSbSe3 as an isolated structure, with properties calculated with ωB97M-V/def2-TZVPD.

Multiplicity   2
Energy relative to the best compared isomer or geometry (same formula, charge and spin)   0.1101 eV
Frontier orbital gap (spin up / spin down)   6.63 / 5.80 eV
<S²>   0.76
Total charge   +1
LUMO level (spin up / spin down)   -3.402 / -3.993 eV

Structure (XYZ):
```
73
Properties=species:S:1:pos:R:3:forces:R:3:mulliken_charge:R:1
Ru 0.143 0.052 0.248 -0.1 -0.3 -0.4 0.32
O 4.203 0.501 4.094 0.0 0.0 0.0 -0.52
C 3.878 -0.673 3.377 0.0 0.0 0.0 -1.37
C 2.700 -0.351 2.443 0.0 0.0 0.0 1.89
C 2.301 -1.686 1.821 0.0 0.0 0.0 -1.48
O 1.639 -1.459 0.561 -0.1 0.0 -0.1 0.37
C 1.576 0.274 3.291 0.0 0.0 0.0 -1.25
Se -0.263 0.032 2.656 0.1 0.0 0.0 -0.24
C 3.229 0.618 1.375 0.0 0.0 0.0 -1.45
Se 1.903 1.588 0.302 0.1 0.0 0.0 -0.28
H 4.940 0.322 4.686 0.0 0.0 0.0 0.35
H 3.582 -1.481 4.057 0.0 0.0 0.0 0.46
H 4.731 -1.021 2.782 0.0 0.0 0.0 0.45
H 1.639 -2.238 2.491 0.0 0.0 0.0 0.41
H 3.192 -2.280 1.600 0.0 0.0 0.0 0.52
H 1.468 -2.297 0.116 0.1 0.0 0.0 0.16
H 1.756 1.343 3.389 0.0 0.0 0.0 0.39
H 1.594 -0.153 4.293 0.0 0.0 0.0 0.54
H 3.883 0.093 0.676 0.0 0.0 0.0 0.34
H 3.805 1.400 1.866 0.0 0.0 0.0 0.69
C -3.300 -3.194 0.554 0.0 0.0 0.0 -1.26
C -2.159 -2.328 0.310 0.1 -0.1 0.0 0.57
N -1.263 -1.643 0.121 -0.1 0.5 0.1 -0.20
H -3.091 -4.192 0.172 0.0 0.0 0.0 0.35
H -4.177 -2.789 0.051 0.0 0.0 0.0 0.34
H -3.486 -3.247 1.625 0.0 0.0 0.0 0.35
Se -0.894 3.141 0.900 0.0 0.0 0.1 0.35
N -1.236 1.591 0.055 0.0 0.0 0.1 -0.02
C -2.447 1.683 -0.480 0.0 0.0 0.0 0.83
C -3.113 0.667 -1.221 0.0 0.0 -0.1 0.04
C -4.340 0.930 -1.734 0.0 0.0 0.0 -0.77
C -4.991 2.192 -1.537 0.0 0.0 0.0 -0.69
C -4.400 3.180 -0.826 0.0 0.0 0.0 -0.70
C -3.100 2.951 -0.275 0.0 0.0 0.0 0.56
N -2.426 3.847 0.425 0.0 0.0 0.0 -0.81
H -2.628 -0.285 -1.353 0.0 0.0 -0.1 -0.05
H -4.852 0.171 -2.314 0.0 0.0 0.0 0.45
H -5.971 2.344 -1.967 0.0 0.0 0.0 0.40
H -4.871 4.139 -0.663 0.0 0.0 0.0 0.48
C 1.741 4.059 -4.637 0.0 0.0 0.0 -0.52
C 2.534 2.952 -4.901 0.0 0.0 0.0 -0.70
C 2.257 1.734 -4.294 0.0 0.0 0.0 -0.37
C 1.184 1.625 -3.417 0.0 0.0 0.1 0.65
C 0.391 2.740 -3.153 0.0 0.0 0.0 -0.60
C 0.667 3.954 -3.765 0.0 0.0 0.0 -0.65
Sb 0.669 -0.177 -2.449 0.0 0.0 0.1 1.81
C 2.479 -1.281 -2.477 0.0 0.0 0.0 0.58
C 3.692 -0.672 -2.163 0.0 0.0 0.0 -0.83
C 4.839 -1.437 -2.001 0.0 0.0 0.0 -0.70
C 4.781 -2.818 -2.139 0.0 0.0 0.0 -0.59
C 3.577 -3.432 -2.453 0.0 0.0 0.0 -0.65
C 2.429 -2.666 -2.622 0.0 0.0 0.0 -0.65
C -0.312 -1.200 -4.037 0.0 -0.1 0.0 0.50
C -1.652 -1.564 -3.977 0.1 0.0 -0.1 -0.40
C -2.259 -2.204 -5.051 0.0 0.0 0.0 -0.64
C -1.526 -2.486 -6.192 0.0 0.0 0.0 -0.54
C -0.186 -2.130 -6.260 0.0 0.0 0.0 -0.74
C 0.418 -1.491 -5.188 0.0 0.0 0.0 -0.27
H 1.961 5.007 -5.111 0.0 0.0 0.0 0.39
H 3.372 3.034 -5.581 0.0 0.0 0.0 0.41
H 2.884 0.876 -4.510 0.0 0.0 0.0 0.31
H -0.445 2.669 -2.463 0.0 0.0 0.0 0.21
H 0.047 4.816 -3.558 0.0 0.0 0.0 0.44
H 3.746 0.405 -2.046 0.0 0.0 0.0 0.57
H 5.781 -0.954 -1.772 0.0 0.0 0.0 0.48
H 5.676 -3.413 -2.014 0.0 0.0 0.0 0.42
H 3.531 -4.506 -2.578 0.0 0.0 0.0 0.45
H 1.498 -3.155 -2.891 0.0 0.0 0.0 0.47
H -2.239 -1.345 -3.101 -0.1 0.0 0.2 0.15
H -3.305 -2.478 -4.996 0.0 0.0 0.0 0.42
H -1.997 -2.983 -7.030 0.0 0.0 0.0 0.40
H 0.389 -2.348 -7.150 0.0 0.0 0.0 0.41
H 1.466 -1.220 -5.254 0.0 0.0 0.0 0.29
```
Positions in Å, forces in eV/Å.